[1]
Density functional theory data (ωB97M-V/def2-TZVPD) for C30H44Cl2N6O8P2STa as an isolated structure in a non-equilibrium geometry.

The geometry in ORCA input format:
```
! RIJCOSX wB97M-V def2-TZVPD def2/J DEFGRID3
* xyz 3 1
Ta 6.708 16.495 14.194
Cl 13.606 13.832 14.467
C 11.945 14.362 14.155
C 11.306 13.929 13.017
C 10.004 14.295 12.652
Cl 9.125 13.659 11.312
C 9.442 15.249 13.477
O 8.170 15.658 13.196
C 10.092 15.805 14.592
C 9.577 16.922 15.216
O 8.427 17.359 15.008
C 11.374 15.372 14.949
H 11.918 13.409 12.282
H 10.158 17.536 15.949
H 11.923 15.864 15.730
C 4.537 13.272 18.759
C 6.017 13.194 18.878
N 6.591 13.149 17.544
C 6.695 11.822 16.924
C 8.029 11.129 16.881
C 6.785 14.256 16.883
S 7.368 14.221 15.275
N 6.595 15.395 17.614
C 6.371 16.581 17.192
O 6.026 16.814 15.902
C 6.493 17.635 18.089
C 7.029 18.922 17.796
C 6.950 19.974 18.680
C 6.396 19.756 19.965
C 5.826 18.509 20.221
C 6.004 17.437 19.387
H 4.162 12.985 19.775
H 4.154 12.558 18.082
H 4.210 14.304 18.681
H 6.306 12.289 19.396
H 6.474 14.027 19.343
H 6.202 11.866 15.964
H 6.078 11.138 17.556
H 8.830 11.678 16.377
H 7.907 10.245 16.257
H 8.404 10.715 17.855
H 7.520 19.171 16.870
H 7.312 20.939 18.466
H 6.317 20.466 20.721
H 5.517 18.333 21.256
H 5.607 16.452 19.620
N 3.915 16.547 11.372
C 3.553 15.209 11.884
C 4.256 14.989 13.149
O 3.836 14.550 14.171
O 5.480 15.545 13.125
H 3.087 17.010 11.054
H 4.476 16.477 10.528
H 3.816 14.354 11.183
H 2.508 15.221 12.030
C 11.162 4.230 10.041
N 10.688 5.407 9.280
C 9.281 5.658 9.764
N 9.430 5.819 11.205
C 9.737 4.587 11.921
N 11.104 4.360 11.485
C 12.060 5.337 11.978
P 11.720 7.069 11.258
C 11.571 6.568 9.471
C 9.872 7.060 11.628
H 12.221 4.029 9.711
H 10.565 3.405 9.696
H 10.767 5.159 8.297
H 8.603 4.838 9.516
H 8.865 6.538 9.313
H 9.056 3.808 11.576
H 9.663 4.638 13.020
H 13.099 5.013 11.651
H 11.972 5.329 13.089
H 12.557 6.252 9.151
H 11.188 7.392 8.867
H 9.456 7.824 10.912
H 9.765 7.247 12.705
C 6.270 21.432 12.339
O 5.982 20.218 13.050
P 5.405 18.897 12.490
O 6.952 17.920 12.653
C 7.987 18.240 11.652
O 5.050 18.179 13.938
C 3.691 18.069 14.526
H 6.454 22.204 13.036
H 5.421 21.833 11.719
H 7.134 21.195 11.727
H 7.631 18.287 10.603
H 8.748 17.453 11.652
H 8.418 19.235 11.820
H 3.737 18.460 15.512
H 3.382 16.997 14.527
H 3.012 18.634 13.922
*
```

Properties
Energy = -113133.827 eV
Energy relative to the best compared isomer or geometry (same formula, charge and spin) = 94.0 kJ/mol
HOMO energy = -14.261 eV

---

[2]
Density functional theory data (ωB97M-V/def2-TZVPD) for C63H38Cl4N4O2PW as an isolated structure.

The geometry in ORCA input format:
```
! RIJCOSX wB97M-V def2-TZVPD def2/J DEFGRID3
* xyz 1 1
W 0.129 -0.373 0.075
Cl 6.681 3.155 6.026
C 5.502 2.429 4.986
C 4.497 3.213 4.442
C 3.557 2.625 3.610
C 3.617 1.268 3.311
C 4.635 0.500 3.871
C 5.577 1.073 4.710
C 2.608 0.636 2.417
C 3.046 0.085 1.223
C 4.402 0.045 0.786
C 4.420 -0.666 -0.366
C 3.076 -1.071 -0.630
C 2.736 -1.911 -1.683
C 3.830 -2.364 -2.593
C 4.041 -1.718 -3.806
C 5.057 -2.128 -4.655
C 5.860 -3.195 -4.283
Cl 7.130 -3.715 -5.340
C 5.662 -3.854 -3.080
C 4.646 -3.432 -2.236
C 1.459 -2.375 -1.929
N 0.327 -2.030 -1.220
C -0.708 -2.645 -1.872
C -2.035 -2.589 -1.460
C -3.070 -3.234 -2.319
C -3.268 -4.609 -2.308
C -4.238 -5.188 -3.113
C -5.008 -4.378 -3.933
Cl -6.221 -5.095 -4.941
C -4.826 -3.005 -3.957
C -3.855 -2.437 -3.147
C -2.428 -2.033 -0.261
C -3.755 -2.199 0.254
C -3.757 -1.724 1.515
C -2.440 -1.221 1.773
N -1.632 -1.375 0.668
C -2.052 -0.655 2.966
C -0.783 -0.117 3.137
C -0.342 0.433 4.376
C 0.930 0.847 4.198
C 1.302 0.520 2.861
N 0.223 -0.070 2.189
C -2.995 -0.691 4.116
C -3.394 -1.913 4.651
C -4.270 -1.965 5.724
C -4.752 -0.783 6.262
Cl -5.852 -0.839 7.599
C -4.365 0.445 5.747
C -3.484 0.483 4.679
C -0.230 -3.392 -2.992
C 1.116 -3.240 -3.015
N 2.226 -0.561 0.332
H 4.456 4.270 4.666
H 2.774 3.232 3.176
H 4.687 -0.562 3.659
H 6.362 0.475 5.153
H 5.232 0.507 1.296
H 5.268 -0.911 -0.984
H 3.407 -0.885 -4.088
H 5.229 -1.628 -5.598
H 6.298 -4.686 -2.810
H 4.486 -3.941 -1.293
H -2.663 -5.235 -1.662
H -4.400 -6.257 -3.107
H -5.440 -2.392 -4.604
H -3.705 -1.363 -3.154
H -4.563 -2.666 -0.285
H -4.567 -1.717 2.226
H -0.929 0.465 5.279
H 1.592 1.277 4.932
H -3.010 -2.835 4.231
H -4.576 -2.913 6.146
H -4.751 1.357 6.183
H -3.172 1.436 4.273
H -0.847 -3.968 -3.663
H 1.821 -3.666 -3.710
O 0.775 0.520 -1.866
C -0.415 0.924 -2.030
O -1.325 0.298 -1.415
C -0.679 2.331 -2.402
C -1.085 2.879 -3.601
C -1.328 4.246 -3.654
C -1.175 5.033 -2.521
C -0.769 4.470 -1.318
C -0.517 3.107 -1.249
P 0.075 2.295 0.300
C -1.215 2.789 1.477
C -2.496 2.407 1.057
C -3.614 2.813 1.763
C -3.470 3.597 2.902
C -2.203 3.907 3.368
C -1.075 3.498 2.663
C 1.638 3.202 0.499
C 2.717 2.677 -0.218
C 3.925 3.351 -0.265
C 4.077 4.565 0.393
C 3.005 5.107 1.082
C 1.791 4.434 1.131
H -1.212 2.258 -4.478
H -1.643 4.698 -4.585
H -1.371 6.096 -2.574
H -0.651 5.095 -0.440
H -2.616 1.809 0.161
H -4.599 2.526 1.416
H -4.345 3.935 3.444
H -2.081 4.475 4.282
H -0.104 3.731 3.069
H 2.609 1.742 -0.754
H 4.750 2.924 -0.823
H 5.023 5.089 0.355
H 3.103 6.063 1.581
H 0.969 4.910 1.644
*
```

Properties
Energy = -137206.525 eV
Energy relative to the best compared isomer or geometry (same formula, charge and spin) = 0.0 kJ/mol
HOMO energy (spin up / spin down) = -9.835 / -9.832 eV

---

[3]
Density functional theory data (ωB97M-V/def2-TZVPD) for one molecule with the formula C3H12N3OPS in a non-equilibrium geometry.

The geometry in ORCA input format:
```
! RIJCOSX wB97M-V def2-TZVPD def2/J DEFGRID3
* xyz 0 1
C 0.482 -2.373 0.442
N 0.319 -1.060 1.056
P 0.701 0.376 0.388
O 1.949 0.325 -0.457
N 0.631 1.510 1.557
C -0.539 1.826 2.331
N -1.183 0.866 -0.577
S -1.337 -0.307 -1.820
C -0.038 0.105 -3.024
H 1.371 -2.443 -0.208
H 0.499 -3.005 1.239
H -0.345 -2.694 -0.301
H -0.629 -0.914 1.469
H 1.188 2.247 1.334
H -0.892 0.842 2.603
H -0.349 2.616 3.127
H -1.237 2.320 1.627
H -1.016 1.741 -1.101
H 0.679 0.821 -2.534
H -0.616 0.476 -3.928
H 0.509 -0.903 -3.167
*
```

Properties
Energy = -29947.005 eV
Energy relative to the best compared isomer or geometry (same formula, charge and spin) = 9.7 kJ/mol
HOMO energy = -7.777 eV
Structure (SMILES) = CNP(=O)(NC)NSC

---

[4]
Density functional theory data (ωB97M-V/def2-TZVPD) for C10H23ClO13S2V as an isolated structure in a non-equilibrium geometry.

The geometry in ORCA input format:
```
! RIJCOSX wB97M-V def2-TZVPD def2/J DEFGRID3
* xyz 0 2
O 16.705 -2.451 13.852
V 16.460 -3.218 15.226
O 19.664 -1.674 17.330
C 18.711 -1.942 16.359
O 18.899 -2.876 15.538
O 17.528 -1.618 16.460
H 20.298 -2.394 17.346
Cl 14.282 -4.531 14.489
O 14.830 -1.848 16.101
S 14.129 -0.657 15.703
O 14.663 0.072 14.585
O 12.549 -0.959 15.444
C 11.834 -1.751 16.355
C 10.400 -1.315 16.347
C 13.927 0.493 17.148
H 12.160 -1.670 17.392
H 11.996 -2.801 16.113
H 9.905 -1.925 17.102
H 9.905 -1.407 15.381
H 10.314 -0.267 16.638
H 13.296 1.317 16.814
H 14.934 0.890 17.269
H 13.673 -0.067 18.048
O 17.512 -5.217 14.484
S 18.092 -6.573 14.235
O 19.474 -6.758 13.788
O 17.919 -7.469 15.628
C 18.481 -8.762 15.663
C 18.546 -9.102 17.137
C 16.955 -7.533 13.156
H 19.502 -8.769 15.279
H 17.871 -9.470 15.102
H 19.351 -8.552 17.625
H 18.721 -10.167 17.292
H 17.588 -8.885 17.610
H 15.970 -7.359 13.591
H 17.384 -8.534 13.121
H 16.991 -7.034 12.188
C 14.064 -4.944 18.308
O 15.311 -5.393 18.850
C 16.443 -5.091 18.262
O 16.606 -4.372 17.232
O 17.439 -5.699 18.849
C 18.767 -5.417 18.423
H 13.851 -5.486 17.387
H 14.071 -3.900 17.995
H 13.201 -5.081 18.959
H 18.970 -4.393 18.109
H 19.199 -6.094 17.686
H 19.407 -5.486 19.303
*
```

Properties
Energy = -97241.192 eV
HOMO energy (spin up / spin down) = -8.670 / -8.967 eV
Expectation value of S² = 0.80

---

[5]
Density functional theory data (ωB97M-V/def2-TZVPD) for a 2-piece molecular cluster, C2H2O3S overall in a non-equilibrium geometry.

The geometry in ORCA input format:
```
! RIJCOSX wB97M-V def2-TZVPD def2/J DEFGRID3
* xyz 0 1
C -0.410 0.207 0.947
C -1.429 0.586 0.302
O 2.482 0.178 -0.862
O 0.469 -1.197 -1.022
O 0.553 -0.061 1.520
S 1.753 -0.992 -0.408
H -2.051 -0.115 -0.166
H -1.366 1.395 -0.312
*
```

Properties
Energy = -19082.022 eV
Energy relative to the best compared isomer or geometry (same formula, charge and spin) = 233.7 kJ/mol
HOMO energy = -10.048 eV

---

Q: Number 2 is which compound?
A: C63H38Cl4N4O2PW

---

Q: What is the energy in the third record?
A: -29947.005 eV

---

Q: Which of these has the highest energy?
A: C2H2O3S